Entry from OMol25: C54H51BrGe2KN5O4 as an isolated structure (ωB97M-V/def2-TZVPD).

Geometry as ORCA input:
```
! wB97M-V def2-TZVPD RIJCOSX def2/J DEFGRID3
* xyz -1 2
K 0.14 -0.24 -0.31
C 1.58 1.82 -4.60
C 0.65 2.80 -4.88
C -0.37 3.05 -3.98
C -0.42 2.31 -2.80
N 0.49 1.37 -2.52
C 1.45 1.13 -3.40
C -1.50 2.51 -1.79
C -2.17 3.72 -1.67
C -3.13 3.84 -0.68
C -3.38 2.76 0.16
C -2.66 1.58 -0.04
N -1.77 1.47 -1.02
C -2.84 0.39 0.85
C -3.05 0.56 2.21
C -3.13 -0.56 3.02
C -3.02 -1.81 2.43
C -2.82 -1.87 1.06
N -2.72 -0.81 0.28
H 2.39 1.58 -5.28
H 0.70 3.36 -5.81
H -1.12 3.80 -4.19
H 2.14 0.33 -3.12
H -1.91 4.57 -2.29
H -3.67 4.77 -0.55
H -4.12 2.83 0.94
H -3.08 1.55 2.64
H -3.22 -0.46 4.09
H -3.04 -2.72 3.02
H -2.70 -2.84 0.57
O 5.27 -3.33 -1.55
C 4.89 -3.38 -0.23
C 5.64 -4.09 0.70
C 5.23 -4.13 2.03
C 4.08 -3.47 2.42
C 3.35 -2.75 1.48
C 3.74 -2.70 0.15
C 2.91 -1.87 -0.82
O 2.75 -0.57 -0.37
N 1.63 -2.59 -0.89
N 0.78 -2.32 -1.91
C -0.42 -2.75 -1.77
C -1.51 -2.50 -2.71
Br -1.27 -1.17 -4.02
C -2.66 -3.17 -2.58
C -3.91 -2.98 -3.33
C -4.52 -4.08 -3.95
C -5.71 -3.92 -4.64
C -6.32 -2.68 -4.70
C -5.73 -1.59 -4.07
C -4.54 -1.74 -3.39
H 6.10 -3.82 -1.65
H 6.54 -4.60 0.39
H 5.82 -4.68 2.75
H 3.75 -3.49 3.45
H 2.47 -2.20 1.79
H 3.33 -1.92 -1.83
H 1.20 -2.69 0.04
H -0.71 -3.31 -0.88
H -2.67 -3.95 -1.83
H -4.04 -5.05 -3.89
H -6.16 -4.78 -5.12
H -7.25 -2.56 -5.24
H -6.21 -0.62 -4.11
H -4.09 -0.90 -2.88
C -0.45 2.60 3.45
C 0.01 1.35 2.76
O 0.24 1.51 1.41
C 0.18 0.14 3.48
C 0.20 0.25 4.90
C 0.37 -0.83 5.75
C 0.52 -2.10 5.21
C 0.49 -2.27 3.84
C 0.28 -1.21 2.92
O 0.15 -1.45 1.67
H -0.78 3.32 2.70
H 0.32 3.09 4.06
H -1.29 2.40 4.12
H 0.13 1.23 5.34
H 0.40 -0.67 6.82
H 0.67 -2.96 5.85
H 0.57 -3.26 3.41
C 4.90 2.78 0.38
Ge 4.07 0.92 0.00
C 4.85 0.68 -1.82
C 5.11 -0.01 1.41
Ge 1.92 2.12 0.83
C 1.38 3.69 -0.26
C 2.05 4.00 -1.44
C 1.78 5.17 -2.14
C 0.83 6.06 -1.66
C 0.16 5.77 -0.48
C 0.43 4.59 0.20
C 2.51 2.97 2.53
C 2.60 4.34 2.75
C 3.02 4.85 3.98
C 3.35 3.99 5.01
C 3.29 2.62 4.80
C 2.90 2.12 3.57
H 5.96 2.66 0.11
H 4.85 3.03 1.44
H 4.51 3.62 -0.20
H 5.55 -0.16 -1.78
H 5.40 1.56 -2.16
H 4.10 0.42 -2.57
H 5.55 -0.94 1.07
H 4.48 -0.25 2.27
H 5.90 0.67 1.75
H 2.79 3.32 -1.84
H 2.32 5.38 -3.06
H 0.63 6.98 -2.19
H -0.59 6.46 -0.10
H -0.11 4.37 1.11
H 2.34 5.03 1.96
H 3.07 5.92 4.12
H 3.66 4.38 5.97
H 3.55 1.93 5.60
H 2.85 1.04 3.44
*
```

* F_max: 0.017 Eh/bohr
* <S²>: 0.782
* LUMO (spin up / spin down): 2.0 / 2.0 eV
* relative energy (zero: lowest compared OMol25 entry of this formula, charge and spin): 1.410 eV
* HOMO energy (spin up / spin down): -2.549 / -4.275 eV
* energy: -271867.3608 eV

Atomic partial charges in e from the Löwdin method, atoms 1 to 6: 0.704, -0.049, -0.067, -0.019, -0.237, 0.081